Entry from the Open Molecules 2025 dataset: a structure of composition C2H31O16 in a non-equilibrium geometry (ωB97M-V/def2-TZVPD).

Last column: natural (NBO) charge in e.
Positions of all 49 atoms, in Å:
O (19.2340, 0.9954, 20.3599)  -0.943
O (18.4547, 3.3666, 16.5406)  -0.914
O (18.0619, -1.1857, 19.6302)  -1.019
O (14.1751, 1.3945, 15.9914)  -0.960
O (14.1413, -0.7726, 16.0148)  -1.060
O (13.6530, 0.5586, 18.3004)  -0.842
O (14.2543, -1.6011, 18.6993)  -0.983
O (14.5416, 0.7494, 20.1140)  -0.915
O (19.2010, 1.4940, 15.6426)  -0.989
O (18.0559, 0.5917, 18.9005)  -0.607
O (17.7324, 1.6880, 17.0532)  -0.659
O (19.0898, -0.4003, 17.2972)  -0.945
O (15.9802, 2.5056, 16.1353)  -0.918
O (15.4812, -1.8396, 17.0830)  -0.819
O (16.6084, 0.5349, 20.6055)  -1.003
O (18.6365, 2.6039, 18.7662)  -0.925
C (17.2961, 0.9891, 18.0073)  0.748
C (15.8279, 0.4519, 17.9684)  -0.824
H (15.4215, 1.1013, 18.7437)  0.221
H (15.8968, 3.1953, 16.7938)  0.457
H (19.7225, -0.5662, 17.9961)  0.472
H (16.8121, 0.5233, 19.6703)  0.428
H (17.9728, 2.8218, 17.1629)  0.474
H (12.7194, 0.4433, 18.1235)  0.528
H (13.9770, 0.6931, 19.3431)  0.442
H (19.9534, 0.9586, 19.7295)  0.409
H (16.3729, -1.8961, 17.4264)  0.546
H (14.8475, -1.2544, 16.4453)  0.407
H (18.4465, 1.0720, 19.8211)  0.460
H (19.1353, 2.3743, 16.0129)  0.439
H (19.5273, 2.3375, 18.5389)  0.446
H (18.0830, 1.8955, 18.4376)  0.405
H (14.6347, -1.7863, 17.8407)  0.431
H (18.4674, 1.0158, 16.0292)  0.453
H (16.5844, 1.8736, 16.5250)  0.462
H (14.1120, 0.0685, 16.4708)  0.451
H (18.2810, -0.8538, 20.5009)  0.486
H (13.7347, -0.8084, 18.5656)  0.425
H (15.2631, 0.5109, 17.0380)  0.255
H (14.8347, 1.8438, 16.5200)  0.463
H (15.6554, 0.6173, 20.6425)  0.454
H (17.8654, -0.4020, 19.1170)  0.419
H (15.4761, -2.4302, 16.3298)  0.528
H (14.6421, 1.1298, 15.1989)  0.498
H (18.5141, 0.2778, 17.6506)  0.416
H (13.7967, 1.5020, 18.2260)  0.516
H (19.2705, 3.5826, 16.9922)  0.457
H (14.7857, 1.6735, 20.1658)  0.445
H (15.8520, -0.6280, 18.1144)  0.281

- orbital gap (eV) = 7.533
- energy above the lowest of the compared OMol25 structures with the same formula, charge and spin (eV) = 39.032
- net charge = -1
- HOMO energy (eV) = -5.553



Entry from the Open Molecules 2025 dataset: a cluster of 16 separate species, C2H36NO15 in total in a non-equilibrium geometry (ωB97M-V/def2-TZVPD).

Last column: natural (NBO) charge in e.
Positions of all 54 atoms, in Å:
O (-1.3933, 0.8901, -2.5783)  -0.997
O (-2.0705, -2.0178, 2.5455)  -1.028
O (-3.2834, 0.8126, -0.6936)  -1.007
O (1.2047, -2.8679, -2.3660)  -1.006
O (-2.9080, -1.8055, -0.0093)  -1.016
O (-2.3056, 2.3624, 1.4880)  -0.986
O (0.1978, 2.5981, 1.1924)  -1.024
O (0.5688, 0.8280, 3.3049)  -1.003
O (-1.3477, -1.8575, -2.2210)  -1.013
O (2.5991, -0.9044, -3.6076)  -0.990
O (2.9416, 1.4706, -2.1701)  -1.003
O (0.5994, -1.9174, 2.9575)  -0.973
O (-2.1438, 0.5634, 3.4959)  -1.002
O (0.5176, 2.5278, -1.4638)  -1.017
O (3.8809, 0.0348, -0.0749)  -1.001
N (1.7121, -1.6907, 0.6722)  -0.764
C (-0.1161, -0.1442, 0.5911)  -0.395
C (0.9869, -0.6088, 0.0418)  0.022
H (3.4862, 2.2021, -2.5051)  0.500
H (-4.1921, 0.9347, -1.0039)  0.504
H (-0.7094, 0.6263, 0.1274)  0.199
H (-0.5241, -0.5692, 1.4904)  0.215
H (2.6001, -0.7181, -4.5537)  0.491
H (2.6559, -1.3237, 0.8816)  0.457
H (2.0635, 1.8921, -1.9626)  0.521
H (-0.4453, -2.2322, -2.2940)  0.504
H (-3.1075, -0.8586, -0.1606)  0.496
H (-2.6451, -2.6614, 2.9923)  0.505
H (-2.3420, -2.0651, -0.7829)  0.520
H (1.7561, -2.5065, 0.0517)  0.444
H (1.0387, 1.2862, 3.9998)  0.499
H (-1.6093, 1.0929, -3.4832)  0.503
H (0.5658, 1.4320, 2.5118)  0.524
H (0.3577, 3.4392, -1.6983)  0.499
H (-2.7186, 1.8844, 0.7470)  0.512
H (0.6308, -0.9869, 3.2739)  0.511
H (3.6757, 0.5869, -0.8584)  0.503
H (-1.1698, 0.6359, 3.5664)  0.489
H (-0.8395, 2.5438, 1.3130)  0.515
H (1.2578, -3.6979, -2.8688)  0.493
H (1.2254, -1.9546, 1.6067)  0.461
H (-2.2906, -0.3761, 3.2216)  0.503
H (0.4334, 2.4907, -0.4436)  0.533
H (1.4363, -0.2460, -0.8640)  0.190
H (-0.6444, 1.4655, -2.2506)  0.523
H (-2.3931, -1.9445, 1.5871)  0.534
H (1.7442, -2.2137, -2.8768)  0.517
H (-2.6367, 0.8891, -1.4341)  0.515
H (0.4127, 3.4600, 1.5690)  0.494
H (-2.4157, 1.7947, 2.2935)  0.524
H (-0.3734, -2.1177, 2.8936)  0.520
H (2.8290, -0.0634, -3.1445)  0.510
H (4.5532, 0.5152, 0.4169)  0.484
H (-1.3065, -0.9097, -2.4632)  0.491

- orbital gap (eV) = 10.508
- energy above the lowest of the compared OMol25 structures with the same formula, charge and spin (eV) = 0.000
- net charge = +1
- HOMO energy (eV) = -13.218



Entry from the Open Molecules 2025 dataset: a structure of composition C2H3AlO7 in a non-equilibrium geometry (ωB97M-V/def2-TZVPD).

Last column: natural (NBO) charge in e.
Positions of all 13 atoms, in Å:
Al (-1.1047, -2.0184, -2.0525)  0.996
O (0.0612, -3.4167, 2.7202)  -0.515
O (-0.7195, 3.0552, -1.3741)  -0.509
O (3.3752, -2.1467, -1.6996)  -0.686
O (-0.0304, -2.4210, 4.7339)  -0.647
O (-0.9303, -1.5722, 2.8760)  -0.586
O (-0.3784, 4.6339, -2.8720)  -0.672
O (-1.4235, 2.7425, -3.3084)  -0.600
C (-0.9185, 3.4770, -2.4893)  0.919
C (-0.2839, -2.4740, 3.4314)  0.906
H (3.5643, -2.7238, -0.9343)  0.417
H (-0.5396, 4.5729, -3.8164)  0.487
H (-0.6719, -1.7086, 4.7850)  0.492

- orbital gap (eV) = 1.987
- energy above the lowest of the compared OMol25 structures with the same formula, charge and spin (eV) = 5.033
- net charge = 0
- HOMO energy (eV) = -8.333



Entry from the Open Molecules 2025 dataset: a structure of composition C2H3BaO3 in a non-equilibrium geometry (ωB97M-V/def2-TZVPD).

Last column: Löwdin charge in e.
Positions of all 9 atoms, in Å:
Ba (-1.2084, 0.4724, 0.1903)  2.041
O (-1.7410, -1.1526, 1.7062)  -0.787
O (1.3599, 0.0256, 0.2363)  -0.100
O (0.1929, 0.9143, -1.9255)  -0.151
C (1.3956, 0.7802, -1.9856)  -0.121
C (2.0894, 0.2836, -0.6973)  -0.117
H (1.9855, 1.0615, -2.8708)  0.150
H (3.1842, 0.1917, -0.6417)  0.151
H (-2.6518, -1.3946, 1.9630)  -0.066

- orbital gap (eV) = 6.462
- energy above the lowest of the compared OMol25 structures with the same formula, charge and spin (eV) = 0.316
- net charge = +1
- HOMO energy (eV) = -12.773



Entry from the Open Molecules 2025 dataset: a cluster of 2 separate species, C2H3Br2FO in total in a non-equilibrium geometry (ωB97M-V/def2-TZVPD).

Last column: natural (NBO) charge in e.
Positions of all 9 atoms, in Å:
Br (-2.4782, 0.6378, -0.3563)  0.034
Br (2.8694, 0.6106, -0.3635)  -0.611
F (-0.0902, -1.4613, -0.8027)  -0.298
O (0.1646, -0.9408, 1.2873)  -0.588
C (0.0892, -0.4650, 0.0699)  0.917
C (-0.4727, 0.8717, -0.2568)  -0.550
H (-0.1552, 1.5925, 0.4887)  0.283
H (0.0165, 1.1054, -1.1956)  0.290
H (0.0568, -1.9509, 1.1290)  0.524

- orbital gap (spin up / spin down) (eV) = 6.754 / 6.756
- energy above the lowest of the compared OMol25 structures with the same formula, charge and spin (eV) = 1.991
- net charge = 0
- HOMO energy (spin up / spin down) (eV) = -8.948 / -8.948



Entry from the Open Molecules 2025 dataset: the molecule C2H3Br2N in a non-equilibrium geometry (ωB97M-V/def2-TZVPD).

Last column: natural (NBO) charge in e.
Positions of all 8 atoms, in Å:
Br (-2.0831, -1.4928, 0.5696)  -0.215
Br (1.8397, -1.3943, 0.5299)  0.105
N (-0.7742, 1.1802, 0.4255)  -0.639
C (-0.4695, 0.0491, 0.1078)  0.411
C (0.9783, -0.1558, -0.5115)  -0.592
H (1.3029, 0.8928, -0.2920)  0.274
H (-1.6612, 1.4177, 0.7909)  0.394
H (0.8670, -0.4969, -1.6202)  0.264

- SMILES = [H]/N=C(\Br)CBr
- orbital gap (eV) = 9.638
- energy above the lowest of the compared OMol25 structures with the same formula, charge and spin (eV) = 0.946
- net charge = 0
- HOMO energy (eV) = -10.077



Entry from the Open Molecules 2025 dataset: a structure of composition C2H3Br2O2P in a non-equilibrium geometry (ωB97M-V/def2-TZVPD).

Last column: natural (NBO) charge in e.
Positions of all 10 atoms, in Å:
Br (1.3850, -2.0431, 0.0874)  0.121
Br (3.3730, 0.4336, 0.6484)  0.113
P (-3.0690, 0.0498, 0.4906)  0.081
O (0.1137, 2.1536, -0.8615)  -0.513
O (-0.6818, 0.1315, -0.0688)  -0.522
C (-0.2626, 1.1268, -0.4314)  1.045
C (1.9948, -0.3150, -0.4043)  -0.429
H (-2.8261, -1.4176, 0.4647)  -0.033
H (-2.1745, -0.0397, 1.5115)  -0.060
H (2.1474, -0.0798, -1.4366)  0.196

- orbital gap (spin up / spin down) (eV) = 8.275 / 6.970
- energy above the lowest of the compared OMol25 structures with the same formula, charge and spin (eV) = 3.900
- net charge = 0
- HOMO energy (spin up / spin down) (eV) = -9.022 / -8.201



Entry from the Open Molecules 2025 dataset: the molecule C2H3Br2O2P in a non-equilibrium geometry (ωB97M-V/def2-TZVPD).

Last column: natural (NBO) charge in e.
Positions of all 10 atoms, in Å:
Br (-2.4473, -0.9058, 0.6216)  -0.397
Br (2.2189, 1.2297, -0.5656)  0.170
P (-1.3496, 1.1188, 0.8825)  1.405
O (-1.1046, 1.6290, -0.7010)  -0.972
O (0.0273, 0.5739, 1.2182)  -0.897
C (1.1004, -1.4485, -0.1332)  -0.428
C (1.0813, -0.1115, 0.0645)  0.161
H (0.5198, -2.0845, 0.3745)  0.233
H (1.8463, -1.9692, -0.8064)  0.244
H (-1.8925, 1.9680, -0.9551)  0.480

- SMILES = C=C(Br)OP(O)Br
- orbital gap (eV) = 9.529
- energy above the lowest of the compared OMol25 structures with the same formula, charge and spin (eV) = 0.786
- net charge = 0
- HOMO energy (eV) = -9.382



Entry from the Open Molecules 2025 dataset: a structure of composition C2H3Br3S in a non-equilibrium geometry (ωB97M-V/def2-TZVPD).

Last column: natural (NBO) charge in e.
Positions of all 9 atoms, in Å:
Br (2.9527, 1.5135, -1.2430)  0.101
Br (3.3002, -1.6368, -0.8972)  0.196
Br (3.9429, 0.3018, 1.5543)  0.019
S (-0.2816, 1.0756, -0.4756)  0.156
C (0.0732, 0.1565, 0.9206)  -0.597
C (2.8479, -0.0822, -0.1249)  -0.442
H (0.1590, -0.9622, 0.7276)  0.230
H (-0.3424, 0.2156, -1.3665)  0.101
H (-0.0859, 0.6845, 1.9031)  0.237

- orbital gap (spin up / spin down) (eV) = 8.655 / 6.046
- energy above the lowest of the compared OMol25 structures with the same formula, charge and spin (eV) = 3.775
- net charge = 0
- HOMO energy (spin up / spin down) (eV) = -8.746 / -7.514



Entry from the Open Molecules 2025 dataset: a cluster of 2 separate species, C2H3BrCl2O in total in a non-equilibrium geometry (ωB97M-V/def2-TZVPD).

Last column: natural (NBO) charge in e.
Positions of all 9 atoms, in Å:
Br (-0.6296, 1.8598, 1.9311)  0.090
Cl (0.7730, -2.2323, 0.4391)  -0.006
Cl (0.6126, -1.1645, -2.3640)  0.055
O (1.6155, 0.2524, -0.4273)  -0.696
C (-1.6492, 0.8433, 0.7718)  -0.467
C (0.8562, -0.8832, -0.7231)  0.164
H (2.5674, 0.0949, -0.7007)  0.481
H (-1.7620, -0.2042, 0.8797)  0.189
H (-2.3840, 1.4338, 0.1933)  0.191

- orbital gap (spin up / spin down) (eV) = 8.038 / 8.401
- energy above the lowest of the compared OMol25 structures with the same formula, charge and spin (eV) = 3.641
- net charge = 0
- HOMO energy (spin up / spin down) (eV) = -8.291 / -8.410